# C6H18N2

A 2-piece molecular cluster, C6H18N2 overall in a non-equilibrium geometry (ωB97M-V/def2-TZVPD, OMol25).

HOMO-LUMO gap ... 9.911 eV
Molar mass ... 118.22 Da
ΔE to the lowest compared entry with this formula, charge and spin ... 96.4 kJ/mol
Net charge ... 0
HOMO ... -8.84 eV

Each line ends with the natural charge from an NBO analysis.
CARTESIAN COORDINATES (ANGSTROEM)
N -1.4160 2.1887 3.4184  -0.631
C -0.9145 1.5218 4.6365  -0.418
C -3.4828 2.7923 2.3692  -0.613
C -2.8903 2.1032 3.6094  -0.219
H -1.0573 1.7490 2.5612  0.358
H 0.1655 1.3369 4.5096  0.196
H -1.4228 0.5534 4.7792  0.159
H -1.0627 2.1338 5.5420  0.193
H -4.5781 2.6805 2.3030  0.206
H -3.0228 2.2591 1.5202  0.197
H -3.2330 3.8636 2.2887  0.217
H -3.1149 1.0195 3.6332  0.161
H -3.1823 2.5291 4.5885  0.193
N 2.2966 -1.7518 -4.5103  -0.619
C 1.2833 -2.8510 -4.6114  -0.427
C 2.4528 -1.2029 -2.0965  -0.612
C 3.0736 -2.0576 -3.2985  -0.228
H 2.8501 -1.8296 -5.3731  0.354
H 0.5287 -2.8465 -3.8069  0.196
H 1.7177 -3.8625 -4.6807  0.169
H 0.7817 -2.6175 -5.5656  0.198
H 3.0524 -1.3617 -1.1844  0.200
H 1.4008 -1.4474 -1.8730  0.200
H 2.5146 -0.1380 -2.3771  0.211
H 3.1628 -3.1213 -3.0051  0.169
H 4.0971 -1.6431 -3.3765  0.190


# C43H122N16O13

A 13-piece molecular cluster, C43H122N16O13 overall in a non-equilibrium geometry (ωB97M-V/def2-TZVPD, OMol25).

HOMO-LUMO gap ... 8.349 eV
Molar mass ... 1071.55 Da
ΔE to the lowest compared entry with this formula, charge and spin ... 655.6 kJ/mol
Net charge ... 0
HOMO ... -8.57 eV

Each line ends with the Mulliken charge.
CARTESIAN COORDINATES (ANGSTROEM)
C 13.8772 15.0297 10.5146  -0.976
C 13.3578 14.5566 9.1032  0.280
C 12.6434 13.2356 8.9036  -0.265
O 13.4583 12.1120 9.0789  -0.288
C 12.7844 10.8131 9.1423  -0.688
N 12.4496 15.6560 8.7619  -0.691
H 14.5096 15.9063 10.3741  0.257
H 14.4358 14.1761 10.8984  0.359
H 13.0933 15.1797 11.2570  0.087
H 14.1326 14.7843 8.3711  0.421
H 12.1985 13.1074 7.9168  0.408
H 11.8582 13.2509 9.6595  -0.202
H 12.1328 10.5585 9.9782  0.183
H 13.6581 10.1707 9.0327  0.261
H 12.2229 10.7388 8.2110  0.372
H 11.5593 15.5184 9.2184  0.243
H 12.2599 15.5579 7.7747  0.256
C 19.9018 15.9952 19.9634  -1.649
C 19.4328 15.8445 18.5696  0.506
C 19.5397 14.4399 18.0165  0.591
O 20.8682 13.9718 18.3641  -0.479
C 21.2000 12.7425 17.8248  -0.355
N 18.0082 16.3257 18.6374  0.260
H 20.2272 17.0303 20.0677  0.361
H 20.7030 15.2957 20.2015  0.407
H 19.1264 15.7999 20.7042  0.237
H 20.0488 16.4883 17.9418  0.287
H 19.3286 14.5682 16.9549  -0.037
H 18.8702 13.7193 18.4862  -0.233
H 20.6483 11.9397 18.3139  0.275
H 22.2301 12.5366 18.1157  0.354
H 20.9964 12.7093 16.7545  -0.083
H 17.6165 16.0228 17.7570  -0.714
H 17.6018 15.5714 19.1721  0.166
C 9.4767 17.9575 15.8841  -0.977
C 8.7151 17.9933 14.6129  0.134
C 9.3615 19.0438 13.6460  -0.689
O 9.2958 20.3622 14.2887  -0.264
C 9.4601 21.4588 13.4402  -0.753
N 8.8364 16.6077 14.1083  -0.746
H 10.5542 17.8629 15.7492  0.183
H 9.1876 17.1958 16.6082  0.367
H 9.2156 18.7971 16.5284  0.272
H 7.6501 18.2044 14.7092  0.383
H 8.7855 19.1231 12.7240  0.476
H 10.3960 18.7385 13.4887  0.204
H 9.1270 22.4011 13.8750  0.283
H 8.8293 21.4289 12.5518  0.323
H 10.5116 21.6443 13.2211  0.213
H 8.6869 15.8888 14.8018  0.416
H 9.7704 16.3384 13.8341  0.226
C 13.8485 19.7779 14.6267  -1.160
C 15.0085 20.5780 14.1180  1.022
C 14.9035 20.8130 12.5704  -1.154
O 14.8870 19.5658 11.9120  -0.247
C 16.1644 18.9772 11.7302  -0.503
N 15.0720 21.9199 14.7572  -0.820
H 13.8200 19.4638 15.6701  0.100
H 13.7017 18.8760 14.0325  0.276
H 12.8974 20.3075 14.5711  0.475
H 15.9855 20.1326 14.3056  0.132
H 15.6109 21.4925 12.0951  0.435
H 14.0326 21.4126 12.3056  0.352
H 16.2795 18.0296 11.2040  0.245
H 16.5588 18.7244 12.7144  0.068
H 16.9128 19.5290 11.1613  0.346
H 15.5423 22.5918 14.1676  0.275
H 15.6495 21.8235 15.5802  0.264
C 15.0246 8.2630 21.4933  -1.692
C 14.8199 9.3407 20.5258  0.694
C 15.8790 10.4789 20.7737  -0.822
O 15.5181 11.6240 20.0175  -0.540
C 16.2579 12.7794 20.3659  -0.865
N 14.8546 8.6403 19.2611  -0.673
H 15.0766 8.7049 22.4884  0.423
H 15.8048 7.5306 21.2859  0.361
H 14.1560 7.6053 21.4605  0.423
H 13.8243 9.7602 20.6704  0.292
H 16.7776 10.1332 20.2626  0.248
H 16.1357 10.6616 21.8171  0.524
H 17.3363 12.6290 20.3155  0.410
H 15.8490 13.2297 21.2704  0.448
H 16.1397 13.4949 19.5522  0.006
H 14.1794 7.8891 19.2559  0.270
H 14.3933 9.3177 18.6708  0.113
C 15.6048 11.3878 15.0490  -1.417
C 16.0790 11.1569 16.5185  0.726
C 17.6040 11.4170 16.7553  0.390
O 18.3833 10.6417 15.7989  0.000
C 18.5140 9.3032 16.0384  -0.908
N 15.1263 11.9036 17.2898  0.022
H 14.6270 10.9158 15.1443  0.585
H 16.3156 10.9541 14.3456  0.107
H 15.4590 12.4370 14.7921  0.067
H 15.7806 10.1374 16.7630  0.394
H 17.8602 11.1236 17.7733  0.319
H 17.7160 12.4933 16.6241  -0.878
H 19.3075 9.0502 16.7416  0.240
H 18.7303 8.8231 15.0840  0.237
H 17.5446 8.9525 16.3926  0.362
H 15.3787 11.7197 18.2503  -0.328
H 14.2550 11.3927 17.2930  0.432
C 15.1470 19.0306 19.7918  -0.624
C 14.3968 19.1434 21.1176  1.324
C 15.1504 18.5275 22.3495  -1.117
O 15.5034 17.1486 22.0677  -0.337
C 14.3561 16.2540 21.8794  0.168
N 14.1742 20.5837 21.3559  -0.887
H 14.4126 18.8590 19.0048  -0.071
H 15.6872 18.0999 19.6184  -0.277
H 15.8586 19.8403 19.6306  0.614
H 13.4131 18.6815 21.0344  -0.174
H 14.6662 18.5866 23.3242  0.383
H 16.1389 18.9400 22.5517  0.321
H 14.7212 15.2279 21.8356  -0.147
H 13.8450 16.5308 20.9573  -0.094
H 13.6844 16.3235 22.7350  0.330
H 15.0749 21.0075 21.5270  0.309
H 14.0405 20.9670 20.4311  0.335
C 8.1218 19.7304 20.9041  -1.464
C 9.5114 19.5575 20.2399  0.476
C 10.1018 18.1646 20.0095  -0.785
O 11.4264 18.3022 19.4564  -0.097
C 11.7986 17.1156 18.6835  -0.165
N 9.3862 20.3177 18.9583  -0.701
H 7.8655 20.7897 20.9182  0.359
H 8.1212 19.2307 21.8728  0.380
H 7.4100 19.0624 20.4191  0.317
H 10.2238 20.1237 20.8399  0.318
H 9.4227 17.6883 19.3023  0.323
H 10.2463 17.6628 20.9663  0.307
H 12.7330 17.3126 18.1579  -0.048
H 11.0454 16.7443 17.9886  0.030
H 12.1387 16.1799 19.1271  0.265
H 10.0679 19.8898 18.3482  0.177
H 9.7884 21.2347 19.0909  0.287
C 20.2638 15.2070 14.0778  -1.086
C 20.2005 14.1508 12.9835  -0.044
C 19.8407 12.7478 13.5179  0.130
O 20.1389 11.9194 12.3488  -0.461
C 20.1683 10.5074 12.7652  -0.623
N 19.2736 14.6950 12.0248  -0.626
H 19.2641 15.5371 14.3601  -0.035
H 20.9108 16.0169 13.7407  0.475
H 20.7639 14.7928 14.9533  0.331
H 21.1663 14.0382 12.4909  0.455
H 18.7859 12.7859 13.7899  0.056
H 20.3665 12.5688 14.4558  0.037
H 19.1207 10.2086 12.8035  0.212
H 20.5825 10.3651 13.7633  0.213
H 20.7918 10.0136 12.0199  0.362
H 19.5455 14.3740 11.1066  0.318
H 18.4706 14.1298 12.2613  0.276
C 16.4750 17.0596 15.2399  -0.169
C 15.6946 16.1722 16.2549  0.877
C 14.1761 15.8538 15.9381  -0.767
O 14.1006 15.2911 14.6329  -0.096
C 12.8063 14.5889 14.5126  -0.405
N 16.4625 14.9791 16.5202  0.715
H 16.1103 18.0854 15.1860  -0.318
H 16.4008 16.6748 14.2229  0.382
H 17.5301 17.0508 15.5131  -0.615
H 15.6627 16.6245 17.2461  0.015
H 13.5602 16.7461 16.0504  0.118
H 13.9237 15.2093 16.7801  0.516
H 12.0281 15.3514 14.5459  0.426
H 12.7514 13.8501 15.3121  0.239
H 12.5290 14.0456 13.6093  -0.211
H 16.5092 14.6127 15.5802  -0.040
H 15.7969 14.3460 16.9399  -0.660
C 18.7143 19.6913 17.8242  0.353
O 19.1748 20.7723 17.6198  -0.773
N 18.6748 18.6881 17.0734  0.013
N 18.4426 19.2846 18.9936  -0.087
H 19.0711 18.8105 16.1525  0.144
H 18.4140 17.7633 17.3846  0.173
H 18.0590 18.3563 19.0996  -0.014
H 18.5497 19.8312 19.8361  0.207
C 10.6736 12.1366 13.0564  0.666
O 11.1300 11.6775 14.0960  -0.825
N 10.9961 11.6914 11.8407  -0.255
N 9.8740 13.1296 13.0260  -0.079
H 11.5000 10.8397 11.6388  0.159
H 10.5759 12.2985 11.1515  0.057
H 9.3097 13.3114 12.2083  0.247
H 9.5602 13.5806 13.8735  -0.003
C 9.6405 13.6038 16.5980  0.644
O 9.0457 14.1033 15.6233  -0.910
N 10.6340 12.7817 16.5224  -0.096
N 9.2670 13.7369 17.8832  -0.395
H 10.7945 12.3521 15.6226  0.159
H 10.9521 12.3379 17.3721  0.129
H 8.3743 14.1767 18.0552  0.282
H 9.6752 13.0518 18.5031  0.135


# C8H15AgO6

C8H15AgO6 as an isolated structure (ωB97M-V/def2-TZVPD, OMol25).

HOMO-LUMO gap ... 8.687 eV
Molar mass ... 315.07 Da
Net charge ... 0
HOMO ... -8.49 eV

Each line ends with the natural charge from an NBO analysis.
CARTESIAN COORDINATES (ANGSTROEM)
Ag -0.4138 0.2990 -1.0893  0.878
O 2.9182 2.8788 0.6811  -0.665
C 1.7924 2.3551 0.1858  0.789
O 1.7811 1.5264 -0.6915  -0.624
C 0.5715 2.9610 0.8376  -0.167
O -0.5121 2.1397 0.5590  -0.565
C -1.8031 2.7350 0.6690  -0.187
C -2.8640 1.9113 -0.0799  0.752
O -4.0163 2.2042 0.2103  -0.672
O -2.4647 1.0306 -0.9154  -0.865
H 3.6609 2.4953 0.1894  0.502
H 0.4454 3.9646 0.4094  0.208
H 0.7562 3.0810 1.9092  0.203
H -1.7886 3.7344 0.2225  0.184
H -2.0993 2.8183 1.7147  0.195
C -0.2825 -3.2741 -2.1571  -0.645
C 0.9939 -2.6819 -1.5826  -0.062
O 0.7464 -1.7369 -0.5387  -0.585
C 0.4024 -2.3439 0.7081  -0.062
C 0.0614 -1.2718 1.7126  -0.633
H -0.0639 -3.7815 -3.0978  0.223
H -1.0047 -2.4795 -2.3589  0.221
H -0.7451 -3.9969 -1.4855  0.211
H 1.5378 -2.1332 -2.3497  0.191
H 1.6552 -3.4630 -1.1976  0.173
H 1.2615 -2.9320 1.0434  0.170
H -0.4423 -3.0239 0.5739  0.175
H 0.9057 -0.5956 1.8608  0.210
H -0.1878 -1.7315 2.6699  0.225
H -0.8016 -0.6889 1.3874  0.224


# CClNS2

One molecule with the formula CClNS2 in a non-equilibrium geometry (ωB97M-V/def2-TZVPD, OMol25).

HOMO-LUMO gap (spin up / spin down) ... 6.444 / 6.379 eV
2S+1 ... 3
Molar mass ... 125.61 Da
Net charge ... 0
HOMO (spin up / spin down) ... -7.04 / -10.04 eV

Each line ends with the natural charge from an NBO analysis.
CARTESIAN COORDINATES (ANGSTROEM)
C 1.4377 -0.0771 -0.0730  -0.011
N 2.4900 0.1801 -0.4474  -0.290
S 0.1061 -0.7375 0.7308  0.087
S -1.4022 -0.1472 -0.6998  0.274
Cl -2.6315 0.7817 0.4894  -0.060


Which of these has the highest molar mass? C43H122N16O13


Copy entry 4 word for word.
# CClNS2

One molecule with the formula CClNS2 in a non-equilibrium geometry (ωB97M-V/def2-TZVPD, OMol25).

HOMO-LUMO gap (spin up / spin down) ... 6.444 / 6.379 eV
2S+1 ... 3
Molar mass ... 125.61 Da
Net charge ... 0
HOMO (spin up / spin down) ... -7.04 / -10.04 eV

Each line ends with the natural charge from an NBO analysis.
CARTESIAN COORDINATES (ANGSTROEM)
C 1.4377 -0.0771 -0.0730  -0.011
N 2.4900 0.1801 -0.4474  -0.290
S 0.1061 -0.7375 0.7308  0.087
S -1.4022 -0.1472 -0.6998  0.274
Cl -2.6315 0.7817 0.4894  -0.060


molar mass of number 2 (C43H122N16O13)? 1071.55 Da


Look up the molar mass of the second one. 1071.55 Da